Entry 1:
DFT (ωB97M-V/def2-TZVPD) results for a molecular structure, C25H28N6O2RhS.

Summary:
E_LUMO   -3.62 eV
Total energy   -1956.92919 a.u.
Charge   +1
Energy above the lowest of the compared OMol25 structures with the same formula, charge and spin   9.3 kcal/mol
Highest occupied orbital energy   -0.3880 hartree

Positions of all 63 atoms, in Å:
Rh (0.25, 0.26, 0.29)
S (0.73, 1.08, 2.48)
O (-1.03, 1.82, -0.03)
O (-0.54, -0.09, -1.61)
N (-1.68, 2.13, 3.19)
N (-0.43, 3.56, 2.19)
N (1.59, -1.32, 0.22)
N (-1.87, 1.64, -1.01)
N (-0.85, -1.12, 1.22)
N (-1.60, 0.67, -1.76)
C (3.02, -2.65, -1.27)
C (-2.96, -0.99, -4.77)
C (5.02, -1.63, -2.18)
C (-0.49, 2.29, 2.59)
C (2.68, -5.06, -0.54)
C (-0.78, -2.98, 2.50)
C (1.21, -2.28, 1.02)
C (2.73, -1.44, -0.62)
C (4.67, -0.42, -1.61)
C (2.11, -3.86, -1.29)
C (-2.48, 0.38, -2.88)
C (3.78, 1.16, 1.17)
C (-2.39, 3.31, 3.15)
C (-3.61, 1.14, -3.10)
C (-4.11, -0.24, -5.00)
C (3.53, -0.30, -0.85)
C (3.19, 1.03, -0.23)
C (-4.43, 0.82, -4.17)
C (-1.61, 4.21, 2.52)
C (-2.14, -0.69, -3.70)
C (-2.01, -2.34, 2.68)
C (-0.07, -2.19, 1.59)
C (0.68, 4.14, 1.45)
C (4.19, -2.72, -2.03)
C (-2.00, -1.19, 1.90)
H (-2.79, -0.46, 1.77)
H (0.71, 3.72, 0.45)
H (2.09, 1.12, -0.22)
H (-2.71, -1.82, -5.42)
H (-5.32, 1.41, -4.35)
H (1.12, -3.62, -0.91)
H (-3.38, 3.41, 3.58)
H (1.61, 3.93, 1.97)
H (5.92, -1.72, -2.78)
H (-1.24, -1.25, -3.50)
H (0.53, 5.22, 1.39)
H (3.39, 0.40, 1.84)
H (-2.83, -2.68, 3.30)
H (5.30, 0.46, -1.77)
H (1.97, -4.14, -2.34)
H (3.55, 1.84, -0.87)
H (-4.75, -0.49, -5.83)
H (1.85, -3.13, 1.23)
H (-1.78, 5.24, 2.28)
H (4.42, -3.65, -2.54)
H (3.58, 2.14, 1.61)
H (2.04, -5.93, -0.66)
H (2.79, -4.87, 0.53)
H (-3.85, 1.97, -2.45)
H (-0.44, -3.90, 2.94)
H (-1.98, 1.26, 3.60)
H (3.67, -5.33, -0.92)
H (4.86, 1.03, 1.11)

Atom charges from the Mulliken analysis, given in e for atoms 1 to 6:
1. Rh 0.121
2. S -0.318
3. O -0.282
4. O -0.750
5. N 0.043
6. N 0.172

---

Entry 2:
DFT (ωB97M-V/def2-TZVPD) results for 8 unconnected molecules or ions with the total composition C28H48O5.

Summary:
E_LUMO   0.32 eV
Total energy   -1471.77817 a.u.
Charge   0
Structure (SMILES)   c1ccccc1.c1ccccc1.c1ccccc1.CCO.CCO.CCO.CCO.CCO
Highest occupied orbital energy   -0.3421 hartree

Positions of all 81 atoms, in Å:
O (1.34, 1.61, -5.63)
O (-4.30, -0.87, -2.57)
O (-1.41, -0.41, -1.79)
O (2.79, -2.96, -0.89)
O (0.21, -2.52, -1.82)
C (2.95, -2.83, 4.98)
C (0.77, -1.93, 4.45)
C (-0.77, -3.70, 0.06)
C (-1.82, -0.20, -0.49)
C (-2.56, 3.72, -2.50)
C (-2.18, 6.04, -2.18)
C (0.56, 0.95, -4.73)
C (0.85, -2.41, 3.18)
C (-6.39, -1.37, -1.56)
C (-0.47, -3.66, -1.46)
C (-1.33, 3.41, -2.01)
C (-0.91, 5.78, -1.59)
C (-0.53, 4.42, -1.52)
C (1.77, -2.13, 5.33)
C (3.56, -1.26, 0.47)
C (0.68, 3.21, 3.72)
C (2.52, 1.16, 3.34)
C (2.95, -3.48, 3.72)
C (2.14, 1.50, 4.61)
C (-3.01, 5.02, -2.64)
C (-4.98, -0.84, -1.34)
C (1.51, 0.17, -3.83)
C (1.89, -3.26, 2.82)
C (3.41, -1.73, -0.92)
C (2.04, 1.93, 2.24)
C (-0.50, 0.14, 0.28)
C (1.29, 2.58, 4.80)
C (1.11, 2.94, 2.42)
H (-0.72, 0.17, 1.34)
H (-3.20, 2.90, -2.78)
H (1.07, 2.96, 5.78)
H (0.01, 4.03, 3.95)
H (-0.36, 6.62, -1.20)
H (0.48, 4.18, -1.20)
H (-4.81, 0.18, -1.01)
H (3.32, -3.57, -0.38)
H (1.13, -2.68, -1.58)
H (-0.08, 1.69, -4.25)
H (-3.38, -0.67, -2.37)
H (-1.22, -2.80, 0.49)
H (-0.04, 1.07, -0.07)
H (4.28, -0.46, 0.66)
H (-6.42, -2.26, -2.19)
H (0.90, -0.51, -3.24)
H (-1.54, -4.42, 0.33)
H (1.89, 0.91, -3.12)
H (-2.40, 7.08, -2.35)
H (-0.19, 0.43, -5.33)
H (3.89, -2.05, 1.15)
H (1.81, 2.36, -5.27)
H (-2.46, 0.69, -0.49)
H (-0.82, -1.17, -1.76)
H (2.03, -3.71, 1.84)
H (0.75, 3.48, 1.55)
H (-0.02, -2.25, 2.56)
H (2.54, 0.93, 5.44)
H (2.34, -0.31, -4.34)
H (1.66, -1.65, 6.29)
H (-1.07, 2.36, -1.89)
H (-1.38, -3.63, -2.05)
H (2.93, -1.03, -1.61)
H (0.13, -4.04, 0.56)
H (0.20, -0.69, 0.23)
H (2.57, -0.89, 0.71)
H (-6.75, -1.66, -0.58)
H (-3.97, 5.28, -3.06)
H (4.40, -1.91, -1.33)
H (-0.16, -1.40, 4.61)
H (0.08, -4.56, -1.74)
H (2.30, 1.58, 1.25)
H (3.86, -3.98, 3.43)
H (3.13, 0.30, 3.12)
H (-4.37, -1.43, -0.66)
H (-2.37, -1.02, -0.02)
H (3.82, -2.91, 5.62)
H (-6.98, -0.56, -2.00)

Atom charges from the Mulliken analysis, given in e for atoms 1 to 6:
1. O -0.591
2. O -0.606
3. O -0.179
4. O -0.678
5. O -0.506
6. C -0.620